Formula: C15H41N3O9S
Source: the Open Molecules 2025 dataset
Level of theory: ωB97M-V/def2-TZVPD

Charge ... -2
LUMO ... 3.9 eV
HOMO ... -0.244 eV
E ... -1835.5952 a.u.
Energy relative to the best compared isomer or geometry (same formula, charge and spin) ... 0.0 kJ/mol

Last columns: bonded neighbours and bond lengths (Å).
Cartesian coordinates (Å):
1 N -1.04851 0.66953 -0.79544  H2 1.032, H3 1.049, H4 1.010, H5 1.062
2 H -0.91769 0.10409 -1.64818  N1 1.032
3 H -1.49519 1.51569 -1.22535  N1 1.049
4 H -0.24517 0.86974 -0.21679  N1 1.010
5 H -1.81926 0.14178 -0.28941  N1 1.062
6 S -3.18879 2.45126 -3.40323  O7 1.498, O8 1.500, O9 1.483, O10 1.486
7 O -2.76505 2.46355 -1.96673  S6 1.498
8 O -2.11121 1.76136 -4.18696  S6 1.500
9 O -4.46477 1.70715 -3.53279  S6 1.483
10 O -3.36528 3.84294 -3.89277  S6 1.486
11 C -4.20858 -1.71327 2.39386  C12 1.527, H15 1.103, H16 1.092, H17 1.101
12 C -3.19730 -0.68830 1.88550  C11 1.527, C13 1.558, O14 1.353, H18 1.115
13 C -1.81461 -1.04740 2.50780  C12 1.558, H19 1.094, H20 1.108, H21 1.098
14 O -3.09027 -0.69183 0.53706  C12 1.353
15 H -4.28201 -1.91915 3.47498  C11 1.103
16 H -4.16941 -2.66174 1.85407  C11 1.092
17 H -5.21917 -1.30534 2.23545  C11 1.101
18 H -3.47097 0.31090 2.29795  C12 1.115
19 H -1.54976 -2.10108 2.37633  C13 1.094
20 H -1.67774 -0.86007 3.59131  C13 1.108
21 H -1.02611 -0.43085 2.05682  C13 1.098
22 C 2.61818 5.14910 2.53515  O23 1.410, H31 1.088, H32 1.100, H33 1.096
23 O 1.25469 4.80548 2.42854  C22 1.410, C24 1.420
24 C 0.94035 3.57271 3.05961  O23 1.420, C25 1.526, H34 1.094, H35 1.092
25 C 0.01600 2.82793 2.10051  C24 1.526, N26 1.473, H36 1.090, H37 1.099
26 N 0.64566 2.34530 0.85936  C25 1.473, C27 1.469, H38 1.021
27 C 1.64856 1.30170 1.11297  N26 1.469, C28 1.535, H39 1.099, H40 1.098
28 C 2.47638 1.02348 -0.14931  C27 1.535, O29 1.419, H41 1.092, H42 1.098
29 O 2.86319 2.30479 -0.62127  C28 1.419, C30 1.410
30 C 3.64022 2.27208 -1.79770  O29 1.410, H43 1.094, H44 1.096, H45 1.089
31 H 2.80394 6.06719 1.98219  C22 1.088
32 H 3.26183 4.38899 2.06827  C22 1.100
33 H 2.89614 5.21610 3.59366  C22 1.096
34 H 0.36310 3.73567 3.97509  C24 1.094
35 H 1.81218 2.94522 3.25623  C24 1.092
36 H -0.85588 3.42890 1.84286  C25 1.090
37 H -0.39098 1.94869 2.61939  C25 1.099
38 H 1.20725 3.16071 0.60952  N26 1.021
39 H 1.04163 0.42384 1.37521  C27 1.099
40 H 2.35743 1.42252 1.94282  C27 1.098
41 H 1.93495 0.39810 -0.86190  C28 1.092
42 H 3.41511 0.57641 0.20471  C28 1.098
43 H 3.05543 2.03885 -2.69279  C30 1.094
44 H 4.44747 1.54153 -1.67189  C30 1.096
45 H 4.00552 3.29074 -1.92177  C30 1.089
46 C 3.36559 -3.43784 1.25355  O47 1.393, H55 1.104, H56 1.097, H57 1.093
47 O 1.97331 -3.46172 1.29578  C46 1.393, C48 1.425
48 C 1.41667 -3.72286 0.01043  O47 1.425, C49 1.514, H58 1.094, H59 1.098
49 C -0.09256 -3.68825 0.13041  C48 1.514, N50 1.451, H60 1.095, H61 1.094
50 N -0.73333 -4.07186 -1.11366  C49 1.451, C51 1.452, H62 1.002
51 C -1.28407 -3.03778 -1.97161  N50 1.452, C52 1.523, H63 1.102, H64 1.091
52 C -0.20515 -2.04762 -2.38918  C51 1.523, O53 1.414, H65 1.098, H66 1.094
53 O -0.74499 -0.90815 -3.02952  C52 1.414, C54 1.420
54 C -1.29347 -1.11034 -4.32396  O53 1.420, H67 1.098, H68 1.097, H69 1.094
55 H 3.80316 -2.48014 0.92327  C46 1.104
56 H 3.80108 -4.19462 0.58972  C46 1.097
57 H 3.76293 -3.56145 2.26417  C46 1.093
58 H 1.77392 -4.64447 -0.45856  C48 1.094
59 H 1.70135 -2.88046 -0.63352  C48 1.098
60 H -0.48662 -2.70936 0.42260  C49 1.095
61 H -0.47138 -4.34565 0.91849  C49 1.094
62 H -1.24665 -4.93263 -1.10899  N50 1.002
63 H -2.05611 -2.44964 -1.44908  C51 1.102
64 H -1.79179 -3.44757 -2.84546  C51 1.091
65 H 0.60636 -2.49714 -2.97738  C52 1.098
66 H 0.21021 -1.61021 -1.47686  C52 1.094
67 H -0.54294 -1.56802 -4.98156  C54 1.098
68 H -1.58119 -0.09959 -4.63861  C54 1.097
69 H -2.21583 -1.69762 -4.31342  C54 1.094